No. 1
{"formula": "C40H28CoIN2O4P", "method": "the ωB97M-V functional and the def2-TZVPD basis", "spin_multiplicity": 4, "mol_weight_g_mol": 817.485, "gap_ev": [5.16, 6.30], "energy_ha": -3973.41036, "homo_ev": [-6.4, -7.6], "e_above_lowest_kj_mol": 89.3, "lumo_energy_ev": [-1.3, -1.3], "symbols": ["Co", "O", "C", "O", "C", "C", "C", "C", "C", "N", "C", "O", "O", "H", "H", "H", "H", "C", "C", "C", "C", "N", "C", "C", "C", "C", "C", "C", "C", "H", "H", "H", "H", "H", "H", "H", "H", "I", "C", "C", "C", "C", "C", "C", "C", "C", "C", "P", "C", "C", "C", "C", "C", "C", "C", "C", "C", "C", "C", "C", "C", "H", "H", "H", "H", "H", "H", "H", "H", "H", "H", "H", "H", "H", "H", "H", "H"], "xyz": [[0.225350, 0.045873, 0.364985], [-2.744537, -2.634551, -1.091207], [-1.657594, -1.960882, -0.651390], [-1.787862, -0.863683, -0.039073], [-0.390647, -2.531057, -0.886381], [-0.061562, -3.785304, -1.464140], [1.237039, -4.210356, -1.409251], [2.235177, -3.426480, -0.781837], [1.853898, -2.197981, -0.291358], [0.604734, -1.761609, -0.382281], [2.758123, -1.223726, 0.433756], [3.933770, -1.477437, 0.615243], [2.159567, -0.133645, 0.813940], [-3.491142, -2.022244, -1.030583], [-0.834740, -4.388283, -1.917197], [1.501584, -5.170073, -1.833746], [3.256761, -3.753832, -0.672394], [-1.299020, -2.311951, 3.758441], [-1.663182, -1.307564, 4.643972], [-1.354805, 0.006349, 4.349479], [-0.678088, 0.289486, 3.164372], [-0.352947, -0.686720, 2.307827], [-0.653771, -1.949657, 2.589482], [-0.255250, 1.622471, 2.719799], [-0.235830, 2.736055, 3.559442], [0.248922, 3.947105, 3.099953], [0.726153, 4.047332, 1.801705], [0.706559, 2.943828, 0.957060], [0.206520, 1.732964, 1.408908], [-1.517613, -3.351475, 3.955829], [-2.188842, -1.549275, 5.558558], [-1.636968, 0.803513, 5.019887], [-0.362978, -2.681150, 1.846319], [-0.577639, 2.654924, 4.583146], [0.270561, 4.806666, 3.756302], [1.121545, 4.988414, 1.438416], [1.088591, 3.042633, -0.050902], [2.118579, 1.065294, -1.944750], [1.544590, 2.362157, -3.478529], [2.569964, 2.614326, -4.362516], [2.434961, 3.521154, -5.424890], [1.250150, 4.165183, -5.582860], [0.165216, 3.917134, -4.709193], [-1.042235, 4.601488, -4.985754], [-2.151834, 4.384633, -4.233894], [-2.065163, 3.478924, -3.168492], [-0.912233, 2.815556, -2.817864], [-1.267353, 1.630154, -1.439834], [-2.386845, 0.581012, -2.417243], [-1.765035, -0.259996, -3.340942], [-2.521538, -1.087842, -4.154931], [-3.906289, -1.082398, -4.054766], [-4.527246, -0.247510, -3.139599], [-3.772169, 0.582427, -2.320767], [-2.320717, 2.604539, -0.319566], [-2.248661, 3.989839, -0.216879], [-2.964937, 4.663357, 0.760427], [-3.766300, 3.962705, 1.645048], [-3.835298, 2.579226, 1.558394], [-3.110702, 1.900638, 0.594591], [0.271471, 3.004330, -3.613581], [3.515461, 2.108855, -4.231944], [3.266840, 3.697628, -6.091780], [1.099929, 4.873181, -6.387009], [-1.060450, 5.283666, -5.825829], [-3.088204, 4.880413, -4.447313], [-2.968694, 3.287953, -2.602250], [-0.683190, -0.274484, -3.421642], [-2.027171, -1.739963, -4.862114], [-4.498134, -1.726320, -4.691188], [-5.607817, -0.234102, -3.064463], [-4.269068, 1.241946, -1.619115], [-1.618581, 4.553241, -0.892385], [-2.886482, 5.740287, 0.829751], [-4.327567, 4.491627, 2.404079], [-4.443958, 2.020718, 2.257833], [-3.141032, 0.824945, 0.563879]], "forces_ev_per_angstrom": [[-0.5, 0.9, 0.6], [1.3, 0.3, 0.2], [-3.7, 3.1, 1.2], [0.2, -3.1, -1.5], [3.8, -1.6, -0.4], [-1.4, 1.2, 0.5], [1.6, 0.2, 0.4], [-1.0, -0.8, -0.6], [-0.2, 0.3, 0.0], [-1.0, -1.4, -0.8], [0.3, 1.9, 0.9], [0.1, -0.8, -0.3], [1.1, -1.5, -0.5], [-0.2, 0.1, 0.1], [-0.1, 0.0, 0.0], [0.0, 0.0, 0.0], [0.1, 0.0, 0.0], [0.0, -0.2, -0.2], [0.0, 0.1, 0.1], [0.0, -0.2, 0.0], [0.1, 0.1, -0.2], [-0.3, -0.4, 0.1], [-0.1, 0.3, 0.4], [0.2, 0.8, 0.1], [-0.1, -0.1, 0.2], [0.0, 0.0, 0.1], [0.2, 0.1, -0.4], [-0.2, 0.5, 0.9], [-0.2, -0.1, -0.6], [0.0, 0.0, 0.0], [0.0, 0.0, 0.0], [0.0, 0.0, 0.0], [0.0, -0.1, 0.1], [0.0, 0.1, 0.1], [0.0, 0.0, 0.0], [0.0, 0.1, 0.1], [0.0, 0.1, -0.1], [0.0, 0.1, 0.0], [0.2, 0.1, -0.3], [-0.2, 0.0, 0.2], [-0.1, 0.0, 0.0], [0.0, 0.0, 0.0], [0.0, 0.2, -0.1], [0.0, 0.0, 0.0], [0.1, 0.0, 0.0], [-0.1, 0.1, -0.2], [-0.3, 0.1, -0.1], [0.8, -0.1, 0.1], [-0.1, 0.1, -0.1], [-0.1, -0.1, 0.0], [0.0, 0.0, 0.0], [0.0, -0.1, -0.1], [-0.1, 0.0, 0.1], [-0.1, 0.0, 0.0], [-0.2, -0.1, 0.0], [0.1, 0.0, 0.0], [0.0, 0.0, 0.0], [0.0, 0.0, 0.0], [-0.1, 0.0, 0.1], [0.1, 0.3, -0.1], [0.0, -0.1, 0.1], [0.0, 0.0, 0.0], [0.0, 0.0, 0.0], [0.0, 0.0, 0.0], [0.0, 0.0, 0.0], [0.0, 0.0, 0.0], [0.0, 0.1, -0.1], [0.1, 0.1, 0.0], [0.0, 0.0, -0.1], [0.0, 0.0, 0.0], [0.0, 0.0, 0.0], [0.0, 0.0, 0.0], [0.0, 0.0, 0.0], [0.0, 0.0, 0.0], [0.0, 0.0, 0.0], [0.0, 0.0, 0.0], [0.0, -0.2, 0.0]], "mulliken_spin": [2.629, 0.000, 0.003, 0.009, 0.016, -0.001, -0.006, 0.001, -0.018, 0.074, 0.013, 0.007, 0.055, -0.001, 0.001, -0.001, 0.000, 0.004, -0.002, 0.005, -0.006, 0.023, -0.001, 0.000, 0.000, -0.001, 0.007, 0.024, 0.131, 0.000, 0.000, 0.000, -0.001, 0.001, 0.000, 0.000, -0.008, 0.021, 0.005, 0.002, 0.001, 0.000, -0.001, 0.000, 0.001, 0.000, 0.062, -0.046, -0.017, 0.010, -0.002, 0.003, -0.001, 0.001, -0.004, 0.003, 0.000, 0.000, 0.000, 0.016, -0.007, -0.001, 0.000, 0.000, 0.000, 0.000, 0.001, 0.003, 0.000, 0.000, 0.000, 0.000, 0.000, 0.000, 0.000, 0.000, -0.006]}

No. 2
{"formula": "C5H10O2", "method": "the ωB97M-V functional and the def2-TZVPD basis", "spin_multiplicity": 1, "mol_weight_g_mol": 102.133, "gap_ev": 10.26, "energy_ha": -346.91212, "smiles": "OC[C@H]1CCOC1", "homo_ev": -9.4, "e_above_lowest_kj_mol": 297.5, "lumo_energy_ev": 0.8, "symbols": ["O", "C", "C", "C", "C", "O", "C", "H", "H", "H", "H", "H", "H", "H", "H", "H", "H"], "xyz": [[2.560133, -0.174747, 0.959363], [1.612241, -0.639981, 0.054769], [0.258257, -0.021722, 0.264106], [-0.476775, 1.290558, 0.057255], [-1.967325, 0.719344, 0.025392], [-1.900842, -0.703701, -0.266941], [-0.577331, -0.852348, -0.689502], [3.203979, -0.872977, 1.107406], [1.995505, -0.646511, -0.998547], [1.319185, -1.655444, 0.370336], [0.022326, -0.264847, 1.293519], [-0.271889, 1.929196, 0.908587], [-0.225220, 1.892815, -0.841043], [-2.535476, 1.268276, -0.749462], [-2.471743, 0.796059, 1.002236], [-0.401610, -0.216933, -1.534281], [-0.143421, -1.847037, -0.963189]], "forces_ev_per_angstrom": [[0.9, 0.6, 0.5], [0.2, -0.2, -0.1], [-0.5, -1.0, -0.1], [0.2, 0.4, 0.2], [0.2, 0.5, 0.1], [-0.2, 0.5, -0.2], [0.8, 0.0, -0.3], [0.1, 0.1, 0.0], [-0.4, 0.1, 0.6], [0.7, -0.1, -0.5], [-0.1, -0.4, 0.4], [-0.4, 0.3, 0.2], [-0.1, -0.7, 0.3], [0.1, -0.5, 0.3], [0.2, 0.2, -0.4], [-0.3, -0.2, -1.7], [-1.3, 0.4, 0.7]], "mulliken_charge": [-0.521, -0.835, 0.446, -0.712, -0.372, -0.461, -0.727, 0.326, 0.242, 0.369, 0.167, 0.350, 0.281, 0.272, 0.328, 0.379, 0.467]}

Copy entry 2 word for word.
{"formula": "C5H10O2", "method": "the ωB97M-V functional and the def2-TZVPD basis", "spin_multiplicity": 1, "mol_weight_g_mol": 102.133, "gap_ev": 10.26, "energy_ha": -346.91212, "smiles": "OC[C@H]1CCOC1", "homo_ev": -9.4, "e_above_lowest_kj_mol": 297.5, "lumo_energy_ev": 0.8, "symbols": ["O", "C", "C", "C", "C", "O", "C", "H", "H", "H", "H", "H", "H", "H", "H", "H", "H"], "xyz": [[2.560133, -0.174747, 0.959363], [1.612241, -0.639981, 0.054769], [0.258257, -0.021722, 0.264106], [-0.476775, 1.290558, 0.057255], [-1.967325, 0.719344, 0.025392], [-1.900842, -0.703701, -0.266941], [-0.577331, -0.852348, -0.689502], [3.203979, -0.872977, 1.107406], [1.995505, -0.646511, -0.998547], [1.319185, -1.655444, 0.370336], [0.022326, -0.264847, 1.293519], [-0.271889, 1.929196, 0.908587], [-0.225220, 1.892815, -0.841043], [-2.535476, 1.268276, -0.749462], [-2.471743, 0.796059, 1.002236], [-0.401610, -0.216933, -1.534281], [-0.143421, -1.847037, -0.963189]], "forces_ev_per_angstrom": [[0.9, 0.6, 0.5], [0.2, -0.2, -0.1], [-0.5, -1.0, -0.1], [0.2, 0.4, 0.2], [0.2, 0.5, 0.1], [-0.2, 0.5, -0.2], [0.8, 0.0, -0.3], [0.1, 0.1, 0.0], [-0.4, 0.1, 0.6], [0.7, -0.1, -0.5], [-0.1, -0.4, 0.4], [-0.4, 0.3, 0.2], [-0.1, -0.7, 0.3], [0.1, -0.5, 0.3], [0.2, 0.2, -0.4], [-0.3, -0.2, -1.7], [-1.3, 0.4, 0.7]], "mulliken_charge": [-0.521, -0.835, 0.446, -0.712, -0.372, -0.461, -0.727, 0.326, 0.242, 0.369, 0.167, 0.350, 0.281, 0.272, 0.328, 0.379, 0.467]}